No. 1
57
Properties=species:S:1:pos:R:3:forces:R:3:mulliken_spin:R:1 method="wB97M-V/def2-TZVPD" s_squared=0.754 lumo_ev="-3.13 / -7.81" total_charge=+1 e_above_lowest_kcal_mol=76.3 multiplicity=2 homo_lumo_gap_ev="10.36 / 5.68"
C 0.21293 1.28781 2.95214 0.6 0.4 2.6 0.099
C 0.06991 0.25173 1.86819 1.2 -0.6 -2.3 -0.014
C 0.30612 0.65153 0.40613 -1.9 2.5 0.1 0.034
C -0.66059 0.01057 -0.62061 0.3 -1.5 1.2 0.011
C -0.04013 -0.67139 -1.83582 0.8 2.4 -0.5 0.002
N 0.95931 -0.88274 2.01958 -2.6 -1.4 1.3 0.841
C 0.56673 -1.79618 3.09997 1.7 -0.3 1.7 -0.009
N -0.70776 -2.50758 2.92561 0.6 0.0 1.5 0.051
H 1.21312 1.53309 3.35543 0.1 -0.4 -0.9 -0.005
H -0.18695 2.25218 2.64765 -0.3 -0.2 -0.1 -0.010
H -0.27401 0.92531 3.89690 -0.1 0.5 -1.0 0.002
H -0.96702 -0.13629 1.94504 0.4 -0.4 0.1 0.056
H 0.00861 1.70837 0.40878 0.3 0.1 -0.2 -0.002
H 1.35542 0.71301 0.14055 0.2 -0.6 -0.2 -0.024
H -1.46110 0.68763 -0.91013 0.5 0.6 -0.3 0.000
H -1.28184 -0.74870 -0.13755 0.2 -0.3 0.4 -0.002
H 0.96233 -0.19484 -2.09276 -1.7 0.2 -0.5 0.001
H 0.30684 -1.66610 -1.79806 -0.3 -1.5 0.8 -0.002
H -0.89183 -0.59440 -2.53631 1.5 0.2 -0.7 0.000
H 1.40241 -1.27464 1.18966 0.5 0.3 0.0 -0.034
H 0.72003 -1.19199 4.00788 -1.1 0.4 -0.1 0.006
H 1.36735 -2.48620 3.35252 0.3 -0.4 -1.0 -0.004
H -1.25268 -2.36337 3.80554 0.2 0.1 -1.2 0.000
H -0.41309 -3.48846 3.02890 -0.6 0.3 -0.5 -0.001
H -2.65536 0.73914 -2.74623 -0.2 0.3 0.1 0.000
H -3.86008 -0.11526 -2.28469 0.1 0.4 -0.2 0.000
O -3.14847 -0.06271 -2.93634 -0.2 0.1 -0.2 0.000
H 4.43915 -0.71316 -1.03346 0.4 -0.1 1.0 0.000
H 3.19591 -0.12256 -1.29515 -0.7 -0.3 0.4 0.000
O 3.70609 -0.35182 -0.49702 0.1 -0.6 -1.4 0.000
H 2.89077 2.73240 -1.77847 0.0 -0.7 0.1 0.000
H 3.21288 1.34163 -1.10667 -0.2 1.7 -0.6 0.000
O 2.79053 1.76976 -1.88308 0.1 -0.2 0.1 0.000
H 2.71647 1.89526 1.04602 0.1 0.1 0.1 0.001
H 3.88371 2.84472 0.78729 0.1 0.1 0.1 0.000
O 2.93894 2.73750 0.63779 0.0 0.1 0.3 0.000
H 2.48665 -2.92560 -2.08415 0.4 0.1 -0.1 0.000
H 1.31106 -3.68098 -2.55118 -0.1 -0.1 -0.5 0.000
O 2.05885 -3.17286 -2.91062 -0.5 -0.1 0.8 0.000
H -3.23862 -2.04945 -1.89226 0.2 0.3 -1.2 0.000
H -1.62597 -1.98207 -2.33172 -1.3 0.0 -0.5 0.000
O -2.32421 -2.24115 -1.72301 0.4 -1.5 2.0 0.000
H -1.44949 -3.71644 -0.77817 0.7 -0.3 -0.4 0.000
H -0.05374 -4.22513 -0.27238 -0.1 -0.1 0.3 0.000
O -0.66549 -4.26690 -1.00830 -0.3 0.3 0.0 0.000
H 0.22628 4.53207 0.71539 0.5 -0.2 -0.1 0.000
H 0.96195 3.50396 -0.30135 -1.3 1.3 0.8 0.000
O 0.10629 3.96241 -0.04969 1.0 -1.0 -0.9 0.000
H -2.36178 3.27188 0.86593 0.0 -0.1 -0.2 0.000
H -1.96085 1.95433 1.59668 -0.4 0.1 -0.3 -0.001
O -1.89865 2.90953 1.62630 -0.1 0.1 0.5 0.000
H -1.14356 2.32138 -3.93639 0.0 0.3 -0.2 0.000
H 0.03572 1.63367 -3.30995 0.3 0.2 0.0 0.000
O -0.32603 2.51578 -3.46627 -0.2 -0.5 0.2 0.000
H -3.31214 0.17305 1.54741 0.1 -0.2 -0.3 0.001
H -4.10088 -0.94752 0.76786 0.4 0.2 0.2 0.000
O -4.15006 -0.28323 1.46661 -0.5 -0.1 0.1 0.001


No. 2
59
Properties=species:S:1:pos:R:3:forces:R:3:mulliken_charge:R:1 method="wB97M-V/def2-TZVPD" lumo_ev=0.01 e_above_lowest_kcal_mol=36.4 homo_lumo_gap_ev=8.38
C 0.21655 1.17056 -2.44500 -0.7 1.5 -0.3 -0.419
C -0.58736 0.23285 -1.58024 -0.1 -1.2 -0.1 -0.450
C -4.28166 2.63224 0.74242 0.8 -0.8 0.6 -1.047
C -3.39064 1.63376 0.61241 0.0 -0.2 0.2 0.226
O -3.28077 0.64415 1.53553 -1.6 0.7 0.7 -0.375
C -2.51325 1.37908 -0.53260 0.4 0.4 0.1 -0.277
C -1.31293 0.81249 -0.39271 -0.1 -0.2 -1.8 0.318
H -0.42203 1.84554 -3.05968 0.0 -0.5 0.5 0.393
H 0.82086 1.90957 -1.87654 0.2 -0.9 -0.2 0.274
H 0.72788 0.58528 -3.19406 0.6 0.2 0.4 -0.222
H 0.02849 -0.60243 -1.20939 0.3 0.4 0.1 -0.205
H -1.25736 -0.37076 -2.22504 -0.2 0.7 0.2 0.448
H -4.96267 2.63469 1.59269 0.2 0.2 -0.2 0.311
H -4.05957 3.51414 0.17690 -0.6 0.3 -0.5 0.290
H -2.56779 0.01992 1.37951 0.1 0.0 -0.3 0.292
H -2.94728 1.59064 -1.51445 0.3 -0.2 0.2 0.353
H -0.74318 0.68498 0.51061 -0.5 0.1 0.7 0.269
H 0.34493 1.46628 2.37837 0.4 0.2 -0.2 0.347
H -0.18909 2.64698 3.27952 0.2 -0.2 -0.2 0.228
O -0.44047 1.89336 2.73370 -0.5 0.1 0.4 -0.631
H -5.08068 -1.38341 2.06931 0.3 0.6 0.4 0.306
H -5.43916 -0.59541 0.76271 0.3 0.3 0.4 0.328
O -5.50990 -1.43352 1.22394 -0.8 -0.9 -0.7 -0.644
H 4.15965 1.76678 -1.35153 -0.4 -0.1 0.4 0.347
H 4.21288 0.69136 -0.20503 0.1 0.1 -0.2 0.273
O 4.02281 1.61577 -0.39117 0.3 0.2 0.0 -0.648
H -2.35595 -0.69741 3.64588 0.2 -0.4 -0.4 0.279
H -1.42366 0.37723 3.22853 0.4 -0.1 -0.6 0.347
O -1.63459 -0.55390 3.01064 -0.1 0.0 1.1 -0.582
H 2.48283 0.10134 2.56246 0.7 -0.3 -0.4 0.292
H 3.47691 -1.17459 2.81498 0.5 0.5 -0.4 0.318
O 2.59882 -0.80755 2.88580 -0.9 -0.4 0.4 -0.661
H 1.33024 -0.30660 5.37807 0.0 -0.1 0.0 0.266
H 2.33698 -1.18909 4.64926 -0.3 0.3 0.4 0.388
O 2.03791 -0.93796 5.54165 0.1 -0.2 0.1 -0.638
H 1.91102 -2.27928 -0.61696 0.4 -0.1 -0.4 0.403
H 3.22347 -2.48645 -1.38357 0.1 -0.1 0.2 0.276
O 2.30251 -2.26139 -1.52725 -0.5 0.2 0.1 -0.722
H 3.09094 -1.29362 -4.12208 -0.4 0.3 0.3 0.253
H 2.30663 -1.15435 -2.79011 0.1 0.3 -0.4 0.409
O 2.56473 -0.65070 -3.61297 0.5 -0.6 -0.3 -0.551
H 2.27508 1.82270 0.73533 0.3 0.1 0.0 0.254
H 1.83836 0.49298 0.24484 -0.1 -0.3 -0.2 0.166
O 1.84079 1.01852 1.04782 -0.4 0.3 0.4 -0.445
H -1.41935 -2.74042 0.33698 0.2 0.0 -0.4 0.271
H -0.70518 -1.91722 1.34190 0.2 0.1 0.3 0.269
O -0.51328 -2.54698 0.63595 -0.5 0.0 0.1 -0.586
H -3.93005 -2.73564 0.35893 -0.4 0.3 -0.1 0.310
H -3.77195 -1.86281 -0.90487 0.0 -0.1 0.2 0.252
O -3.29825 -2.45324 -0.30888 0.5 -0.3 -0.2 -0.602
H 2.98170 2.63182 -3.49745 0.2 -0.7 0.0 0.289
H 3.41738 1.07135 -3.39184 -0.6 0.1 -0.3 0.350
O 3.39781 1.93872 -2.96169 0.4 0.7 0.0 -0.636
H 1.43909 0.74455 -5.05932 -0.2 0.1 0.0 0.314
H 0.18672 0.12344 -5.58787 -0.2 0.1 -0.1 0.315
O 0.58038 0.99151 -5.43993 0.4 -0.3 -0.2 -0.647
H 1.70363 -3.50205 1.02024 -0.2 0.6 0.4 0.326
H 1.91721 -2.03532 1.67832 -0.1 -0.6 0.1 0.387
O 2.26287 -2.71246 1.06703 0.4 -0.2 -0.3 -0.753


No. 3
59
Properties=species:S:1:pos:R:3:forces:R:3:mulliken_spin:R:1 method="wB97M-V/def2-TZVPD" s_squared=0.785 lumo_ev="-4.76 / -7.78" total_charge=+1 e_above_lowest_kcal_mol=20.3 multiplicity=2 homo_lumo_gap_ev="8.26 / 5.25"
C -0.92592 -1.02931 1.92304 0.5 -2.3 1.5 0.108
C -0.34914 -0.18058 1.10788 1.1 1.9 -0.7 0.012
C -3.21315 -0.95993 2.62832 -4.1 0.5 -0.1 0.399
C -2.30205 -1.54921 1.83573 2.9 0.3 -2.0 0.052
C -2.55572 -2.63743 0.95162 -0.8 0.7 1.8 0.100
C -1.58505 -3.48427 0.52548 2.2 1.6 0.0 0.168
H -0.44021 -1.69550 2.68668 0.3 1.1 -0.5 0.010
H 0.75034 0.17585 1.05493 -2.1 -0.9 0.4 -0.001
H -1.05594 0.35905 0.47580 0.6 -0.1 -0.3 0.007
H -4.33395 -1.13547 2.39032 1.9 0.3 0.8 -0.004
H -2.93823 -0.17482 3.31977 -0.1 -0.2 0.2 0.033
H -3.60755 -2.81303 1.00695 -0.6 -1.1 -0.7 -0.003
H -1.79316 -4.46671 0.21809 -0.4 -1.1 -0.6 0.002
H -0.47995 -3.16784 0.49648 -2.0 -0.6 0.3 0.101
H -2.91116 1.76675 0.89468 -0.7 1.0 -0.3 -0.002
H -2.37018 2.15450 2.12890 1.5 -0.4 2.7 0.002
O -2.83003 2.57908 1.45546 -1.2 -0.5 -1.9 0.002
H 1.63784 -1.53268 2.49209 0.8 -1.1 0.3 0.001
H 1.17167 -2.11243 1.25695 0.2 -0.5 -0.6 0.000
O 1.59496 -2.43153 2.05739 -0.5 1.5 0.7 0.012
H 0.51947 2.54108 -1.70318 -0.6 -0.2 1.9 0.000
H 0.37417 4.06346 -2.25189 0.3 -1.2 0.8 0.000
O 0.69071 3.14484 -2.39405 0.5 1.6 -2.1 0.000
H -1.39838 3.31723 0.75683 -2.1 -0.3 1.6 0.000
H 0.06028 3.82791 0.93460 0.0 0.0 0.7 0.000
O -0.60154 3.50223 0.33151 2.4 0.3 -2.6 0.000
H -2.71357 0.51535 -0.80927 1.2 -0.2 -1.3 -0.001
H -4.26779 0.59674 -0.74694 2.6 -0.2 2.0 0.002
O -3.40197 0.48355 -0.16426 -3.9 0.0 -0.9 -0.001
H 4.37388 2.24821 0.88232 1.3 1.0 0.0 0.000
H 3.40289 1.35087 0.27541 1.1 0.1 1.5 0.000
O 3.80214 1.57149 1.18800 -2.1 -1.2 -0.9 0.000
H -1.00107 -2.71120 -4.24701 0.5 -0.7 -1.6 0.000
H -1.24171 -1.57537 -3.33419 -0.3 -0.7 0.0 0.000
O -1.44905 -2.53355 -3.44444 -0.3 1.5 1.2 0.000
H 3.32777 -3.24284 0.71543 0.4 -1.2 3.0 0.000
H 2.50882 -3.22285 -0.48035 -2.8 -1.6 -1.7 0.000
O 3.23849 -2.84646 -0.09863 2.5 2.8 -1.7 0.001
H 3.02963 0.31550 3.78849 1.3 0.1 2.5 0.000
H 3.05569 0.44378 2.34534 -0.8 0.1 0.5 0.000
O 2.42979 0.23427 3.09576 -0.7 -0.5 -2.9 0.000
H 3.27443 2.18097 -1.64102 0.7 0.6 0.1 0.000
H 3.32108 0.76118 -1.61484 1.2 -0.1 0.7 0.000
O 3.90811 1.50649 -1.33006 -1.7 0.0 -1.4 0.000
H -2.27818 2.45677 -3.50647 0.0 0.1 -1.0 0.000
H -0.91942 2.74399 -3.19658 2.5 1.2 1.4 0.000
O -1.38159 2.30900 -3.87213 -2.9 -1.2 -0.6 0.000
H 1.71114 -1.13794 -1.13295 1.0 2.2 -0.9 0.000
H 2.06593 -0.40981 -2.43754 0.2 -0.5 -2.2 0.000
O 1.92958 -0.21958 -1.54033 -1.5 -2.0 2.8 0.000
H 1.86343 2.64191 1.76758 1.2 0.3 -1.1 0.000
H 1.20301 1.87713 2.76347 -0.2 -1.1 1.0 0.000
O 1.34377 2.78197 2.53828 -0.9 1.1 0.3 0.000
H 0.19200 -2.22244 -2.17804 -0.1 -1.1 0.1 0.001
H 0.28145 -3.79726 -1.90646 -0.1 0.7 -0.4 -0.001
O 0.64125 -2.92752 -1.67679 0.4 0.3 0.6 0.001
H -2.47641 -0.53036 -2.69019 1.1 1.4 0.5 0.000
H -1.71610 0.85775 -2.89932 0.4 0.8 -1.2 0.000
O -1.73908 0.07034 -2.35912 -1.5 -2.5 0.6 0.001


No. 4
59
Properties=species:S:1:pos:R:3:forces:R:3:mulliken_charge:R:1 method="wB97M-V/def2-TZVPD" lumo_ev=0.09 e_above_lowest_kcal_mol=150.9 homo_lumo_gap_ev=9.57
C -1.72354 -0.02223 -0.92527 1.0 -0.4 -0.6 0.528
N -0.64164 1.04495 -0.86952 -1.3 -1.6 -0.6 0.147
C -1.20413 2.39538 -0.57968 0.7 -2.4 1.2 -0.514
C -0.16353 3.01722 0.26936 -0.6 4.6 -0.3 0.426
O 1.04175 3.43664 -0.45872 0.6 -0.3 0.1 -0.620
C -2.44088 -0.47133 0.42527 2.9 -1.2 -1.0 -0.459
C -0.46260 -2.12029 1.09724 -1.9 -1.3 -0.8 -1.182
C -1.32886 -0.93780 1.47449 0.6 2.2 -0.9 -0.074
H -1.19985 -0.86143 -1.49301 -0.7 1.1 1.3 -1.163
H -2.51731 0.23662 -1.62560 -0.2 0.4 -0.1 0.266
H 0.00078 1.00735 -1.70578 -1.4 0.4 1.0 0.303
H -2.27638 2.37944 -0.15765 2.2 -0.2 -0.4 -0.087
H -1.21717 3.00639 -1.41346 -0.4 1.1 -2.2 0.416
H 0.30345 2.43858 0.96610 -0.3 -1.8 2.7 -0.425
H -0.70078 3.97352 0.64085 1.3 -1.2 0.2 0.254
H 1.84661 3.29193 0.12267 -1.8 0.3 -1.0 0.348
H -2.93250 0.34441 0.86838 -0.8 1.3 0.4 0.421
H -3.21495 -1.21805 0.11118 0.9 0.3 0.6 0.410
H 0.14592 -1.81105 0.26422 1.1 0.1 0.2 0.350
H -0.95294 -3.02086 0.65941 -0.8 0.8 0.4 0.489
H -0.00890 -2.57386 1.95083 1.2 0.2 0.4 0.420
H -1.66978 -0.84566 2.49791 -0.6 -0.9 0.2 0.544
H -0.52555 -0.10499 1.53780 -1.5 -0.7 -0.4 -0.369
H 2.25480 0.88345 -1.96536 -1.5 -0.3 -3.5 0.300
H 2.32781 -0.38251 -2.75793 -0.5 1.0 -1.0 0.429
O 1.87859 0.53264 -2.90685 2.2 -0.5 4.5 -0.759
H -1.64006 3.23179 2.70936 3.9 0.6 0.8 0.276
H -2.89620 2.83102 3.54714 1.5 0.8 -3.5 0.287
O -2.51764 3.05553 2.58029 -5.3 -1.5 2.7 -0.535
H 0.33419 -3.95049 -0.04344 1.2 -2.1 0.3 0.293
H 0.59447 -5.57364 -0.09338 0.3 1.8 0.3 0.311
O 0.98045 -4.69496 0.17900 -1.3 0.1 -0.7 -0.650
H 0.56060 -3.99562 -2.71043 -1.8 -0.9 0.5 0.307
H 1.01689 -2.73804 -3.57960 0.7 -2.7 2.4 0.367
O 1.32893 -3.51583 -2.91453 0.7 3.5 -2.8 -0.692
H 3.67246 -0.95476 3.12119 0.2 1.0 1.0 0.314
H 2.63063 -1.31243 2.16171 -4.6 1.4 -1.7 0.287
O 3.42981 -1.56054 2.45141 4.5 -2.8 0.7 -0.628
H 2.41147 -2.44998 -2.00564 0.5 -0.4 -0.5 0.381
H 3.83920 -2.17341 -2.65217 0.8 -0.9 -0.5 0.245
O 3.09297 -1.78700 -2.23590 -1.1 1.5 1.1 -0.598
H -3.33238 4.45473 0.23984 -0.3 -0.5 0.3 0.343
H -4.06683 3.09820 0.54458 0.3 0.6 0.2 0.326
O -4.00661 3.83632 -0.07688 -0.2 0.1 -0.3 -0.637
H 0.27903 -0.46909 -3.01740 1.9 2.8 1.5 0.330
H -1.11591 -0.77494 -3.59541 -0.6 0.6 -0.1 0.366
O -0.22326 -1.06222 -3.48553 -1.3 -3.5 -2.1 -0.652
H -2.07039 -2.93149 -2.65156 -0.2 -0.4 -0.2 0.331
H -1.37026 -2.27301 -1.47145 -1.7 -3.5 -0.6 0.085
O -1.88390 -3.17257 -1.73685 1.9 3.1 0.7 -0.671
H 2.38301 -0.15726 -0.19280 0.0 -0.2 2.2 0.280
H 1.01988 0.22492 -0.01204 -0.2 0.4 1.9 -0.180
O 1.79724 0.02940 0.61298 0.0 -0.3 -4.4 -0.398
H 3.61553 1.54292 2.53516 0.3 0.2 0.0 0.312
H 2.46916 0.72431 1.88271 0.3 0.5 0.7 0.501
O 2.78089 1.12574 2.73917 -0.6 0.1 -0.2 -0.716
H 1.14771 2.25304 3.16058 0.6 -0.4 -0.5 0.306
H 0.66941 2.73432 4.43973 0.3 0.1 2.3 0.281
O 0.45106 2.78659 3.54330 -0.8 0.3 -1.8 -0.579


No. 5
14
Properties=species:S:1:pos:R:3:forces:R:3:mulliken_charge:R:1 method="wB97M-V/def2-TZVPD" lumo_ev=3.15 total_charge=-1 e_above_lowest_kcal_mol=36.0 homo_lumo_gap_ev=7.14
C 2.51645 -0.23971 0.18127 0.3 0.3 -1.6 -1.023
C 1.15699 -0.82378 -0.02077 -1.2 0.8 0.8 -0.246
Br 1.20449 -2.83642 -0.12891 -0.3 1.7 0.0 -0.282
C 0.02387 -0.03025 0.07443 -0.7 -2.1 -0.4 0.734
O -0.09091 1.23921 0.23060 1.4 1.3 -0.3 -0.816
C -1.41167 -0.58273 -0.02850 3.3 0.0 0.1 0.787
O -1.67606 -1.75253 -0.03884 -1.0 -0.9 0.0 -0.641
C -2.28169 0.52835 -0.10340 -2.3 0.6 -0.1 -0.409
Br -4.06262 -0.09717 0.05915 -0.8 0.6 -0.2 -0.198
C -1.98295 1.84271 -0.23241 1.4 -2.6 0.5 0.714
O -2.00423 2.97685 -0.43584 -0.3 0.9 0.0 -0.444
H 2.77966 0.38448 -0.70694 -0.1 -0.4 0.3 0.237
H 3.19127 -1.09064 0.15223 0.6 0.4 0.6 0.337
H 2.63738 0.48164 0.99792 -0.2 -0.6 0.4 0.250


No. 6
18
Properties=species:S:1:pos:R:3:forces:R:3:mulliken_charge:R:1 method="wB97M-V/def2-TZVPD" lumo_ev=-0.03 e_above_lowest_kcal_mol=0.0 homo_lumo_gap_ev=9.53
C 2.02529 -1.10612 0.81224 -0.6 0.3 -0.2 0.398
C -0.63876 -1.45096 -1.12706 -2.9 3.0 3.1 -1.340
C 1.51293 -0.23463 1.80478 -3.3 -3.5 -0.1 -0.221
C -0.80874 -0.16864 -0.79712 -0.1 -0.5 -1.7 0.178
C -1.81832 0.36544 0.17110 -0.8 0.3 -0.7 0.843
C -0.12930 0.93757 -1.61282 -1.9 -1.7 2.8 0.958
N 2.18068 -1.83978 -0.06190 0.5 -0.1 0.1 -0.485
N 2.66032 1.65674 2.65031 -0.5 -0.1 -0.4 -0.688
N 2.09211 0.78563 2.21490 2.9 3.2 1.6 0.695
F -1.14277 0.69218 1.26027 -0.2 0.5 1.4 -0.214
F -2.54232 1.45559 -0.21019 1.1 -0.1 -0.3 -0.280
F -2.77140 -0.50315 0.46198 -0.1 -1.2 0.6 -0.288
F -1.05912 1.25710 -2.53344 1.2 1.0 -0.5 -0.230
F 0.10228 1.94221 -0.73776 0.1 0.8 -1.0 -0.265
F 1.01220 0.55056 -2.10233 0.7 0.2 -1.2 -0.228
H -1.22230 -2.20842 -0.69886 -0.6 -1.0 0.6 0.361
H 0.00765 -1.67185 -1.83043 3.3 -1.3 -3.3 0.468
H 0.53957 -0.45947 2.33633 1.4 0.1 -0.9 0.338